(1)
10
Properties=species:S:1:pos:R:3 method="wB97M-V/def2-TZVPD" e_tot_ha=-292.34845 homo_energy_ev=-10.1 smiles="C[C@@H](F)C=O" gap_ev=10.79
C 0.9257 -0.3765 -0.4282
C 0.1099 0.5189 0.4112
F 0.3348 1.6467 -0.1913
C -1.3185 0.0199 0.2521
O -2.1965 0.5170 -0.5027
H 1.9614 -0.0529 -0.1968
H 0.5865 -0.3950 -1.5522
H 0.9735 -1.5434 -0.2582
H 0.3179 0.5412 1.4600
H -1.6947 -0.8758 1.0059

(2)
107
Properties=species:S:1:pos:R:3 method="wB97M-V/def2-TZVPD" e_tot_ha=-8882.66556 homo_energy_ev=-4.1 charge=-1 gap_ev=6.01
C 3.9399 2.5724 2.6642
C 3.5750 3.4973 1.4140
C 3.5905 2.6898 0.0441
N 2.2513 2.4139 -0.5138
C 1.6019 1.2351 0.1028
O 0.2722 1.7242 0.3736
B -0.6410 1.2848 -0.7474
C -1.8689 0.3897 -0.0587
C -1.8301 0.3994 1.4911
O -2.0074 -0.6488 2.1111
O 0.2202 0.5786 -1.7239
C 1.2029 0.0269 -0.8625
C 2.3289 -0.8883 -1.4767
C 3.1315 -1.4805 -0.2619
C 4.4397 -0.9464 0.0882
C 5.1996 -1.4331 1.2275
C 4.6487 -2.4964 2.0760
C 3.3346 -3.0365 1.7026
C 2.5583 -2.5572 0.5601
C 1.1520 -3.1910 0.3055
H 4.6305 1.7505 2.3474
H 4.4517 3.1980 3.4495
H 3.0215 2.1066 3.1119
H 4.3413 4.3288 1.4253
H 2.5817 4.0022 1.5515
H 4.1250 3.3500 -0.7031
H 4.2131 1.7702 0.1774
H 1.6814 3.2315 -0.2860
H 2.1670 0.8220 0.9937
H -1.1063 2.3500 -1.0860
H -2.8301 0.8097 -0.4474
H -1.7841 -0.6767 -0.4047
H -1.6709 1.3243 2.1161
H 0.6687 -0.6872 -0.1634
H 3.0112 -0.3049 -2.1608
H 1.8226 -1.6813 -2.0820
H 4.8385 -0.1196 -0.5436
H 6.1946 -0.9744 1.4548
H 5.1775 -2.8832 2.9768
H 2.8936 -3.8476 2.3285
H 0.4250 -2.5610 0.9001
H 0.8820 -3.0995 -0.7755
H 1.0510 -4.2277 0.7004
Cl -3.1464 3.1853 0.5801
C -4.6794 3.5214 1.4185
C -5.7933 2.6078 0.9572
Cl -6.2969 2.9427 -0.7221
H -4.9284 4.5678 1.2595
H -4.4985 3.3721 2.4844
H -6.6736 2.7527 1.5853
H -5.5010 1.5597 1.0165
Cl -6.2901 6.1767 -0.2675
C -5.1886 6.4143 -1.6510
C -5.2541 7.8158 -2.2155
Cl -6.8024 8.1482 -3.0347
H -5.4331 5.6675 -2.4056
H -4.1810 6.2123 -1.2854
H -4.4702 7.9477 -2.9619
H -5.1155 8.5672 -1.4389
Cl 3.8287 -5.8543 4.3997
C 4.2995 -7.4115 3.6743
C 4.6139 -7.2852 2.2004
Cl 3.1638 -6.9390 1.2282
H 3.4940 -8.1234 3.8515
H 5.1838 -7.7557 4.2120
H 5.0255 -8.2250 1.8297
H 5.3421 -6.4965 2.0118
Cl -3.8832 -2.2696 -4.2493
C -2.7784 -1.1641 -5.1087
C -2.0209 -0.2598 -4.1625
Cl -3.0793 0.9370 -3.3827
H -3.3660 -0.5914 -5.8258
H -2.0765 -1.7883 -5.6635
H -1.2640 0.2998 -4.7129
H -1.5195 -0.8263 -3.3779
Cl 7.7165 2.8419 3.1083
C 8.2616 3.7379 4.5423
C 7.1097 4.1201 5.4444
Cl 6.0569 5.3526 4.7071
H 8.8139 4.6138 4.2035
H 8.9517 3.0871 5.0808
H 7.4948 4.5461 6.3718
H 6.4930 3.2578 5.6961
Cl 0.8179 -5.9676 -1.3978
C -0.4009 -6.7687 -0.3754
C -1.8111 -6.4642 -0.8264
Cl -2.2545 -4.7645 -0.5384
H -0.2336 -6.4574 0.6560
H -0.2138 -7.8417 -0.4418
H -2.5181 -7.0760 -0.2645
H -1.9461 -6.6745 -1.8872
Cl 3.1433 -9.7700 -1.9719
C 2.5456 -9.8477 -3.6467
C 1.1607 -9.2555 -3.7821
Cl -0.0795 -10.2531 -2.9787
H 2.5711 -10.8888 -3.9674
H 3.2491 -9.2847 -4.2611
H 0.8854 -9.1971 -4.8358
H 1.1117 -8.2514 -3.3606
Cl -10.9447 10.2718 0.4858
C -10.7942 9.6784 -1.1882
C -10.7125 8.1701 -1.2546
Cl -9.1845 7.5500 -0.5871
H -9.9172 10.1460 -1.6346
H -11.6772 10.0250 -1.7266
H -10.7583 7.8438 -2.2947
H -11.5338 7.7004 -0.7141

(3)
22
Properties=species:S:1:pos:R:3 method="wB97M-V/def2-TZVPD" e_tot_ha=-670.08129 homo_energy_ev="-8.0 / -8.0" gap_ev="7.49 / 7.50"
C -0.1346 -2.7627 0.0829
C 2.8222 0.8651 -0.1345
C -1.6426 0.9938 1.6339
C 1.5798 0.0533 0.3420
C 0.5211 -0.3122 -0.8144
N -2.8846 1.0941 -1.3072
O -1.1748 -0.1256 1.6698
P -0.9530 -1.3119 -0.2467
H -0.8036 -3.3831 0.6889
H 0.7113 -3.3353 -0.2509
H 3.4867 0.8743 0.6354
H 3.3669 0.5369 -1.0886
H 2.5113 1.9262 -0.4526
H -2.7164 1.1914 -0.0900
H -0.9316 1.8130 1.4480
H -2.5816 1.3524 1.9425
H 1.1231 0.6177 1.1556
H 2.0495 -0.8801 0.7136
H 0.1829 0.5949 -1.2643
H 1.0077 -0.9457 -1.5682
H -2.0564 0.8717 -1.8134
H -3.4832 0.2718 -1.2818

(4)
16
Properties=species:S:1:pos:R:3 method="wB97M-V/def2-TZVPD" e_tot_ha=-271.69908 homo_energy_ev=-9.7 smiles=CCOC1CC1 gap_ev=10.89
C -1.6632 0.5375 -1.8383
C -1.2329 0.5774 -0.3856
O 0.1496 0.3062 -0.3454
C 0.7161 0.2527 0.9267
C 0.4354 -0.9328 1.8086
C 1.7356 -0.8236 1.0580
H -2.7316 0.7572 -1.9083
H -1.4785 -0.4501 -2.2747
H -1.1105 1.2762 -2.4272
H -1.4418 1.5655 0.0549
H -1.7868 -0.1719 0.2019
H 0.8510 1.2245 1.4130
H 0.4741 -0.7781 2.8832
H -0.2985 -1.6643 1.4821
H 2.6632 -0.6607 1.5929
H 1.8358 -1.4401 0.1635

(5)
12
Properties=species:S:1:pos:R:3 method="wB97M-V/def2-TZVPD" e_tot_ha=-5623.94950 homo_energy_ev=-8.7 smiles=CN(C)P(Br)Br gap_ev=9.10
C 0.5019 0.9900 0.8183
N 0.1505 0.2291 -0.3142
C 0.8526 -0.9518 -0.6580
P -1.4757 0.2466 -0.8979
Br -2.2014 -1.7642 -0.3140
Br -2.4090 1.5999 0.5981
H 0.5178 2.0111 0.4646
H -0.1824 0.7742 1.6225
H 1.4959 0.6160 1.0267
H 0.2039 -1.4700 -1.4596
H 1.8036 -0.6122 -0.9459
H 0.7424 -1.6686 0.0593

(6)
49
Properties=species:S:1:pos:R:3 method="wB97M-V/def2-TZVPD" multiplicity=2 e_tot_ha=-3769.71311 homo_energy_ev="-8.8 / -8.7" gap_ev="6.35 / 6.77"
Re -0.2904 -0.2424 0.0723
O 1.7564 3.0196 5.9055
C 2.0359 1.6444 5.7410
C 1.4740 1.1885 4.4250
C 1.4239 -0.1621 4.1173
C 0.9160 -0.5637 2.9042
N 0.4622 0.3128 1.9912
C 0.5284 1.6304 2.2737
C 1.0162 2.0920 3.4800
C 0.0804 2.5294 1.1894
C 0.0917 3.9052 1.2890
C -0.2913 4.6732 0.2003
C -0.2520 6.1814 0.2721
O -0.4644 6.6725 1.5819
C -0.6716 4.0128 -0.9550
C -0.6683 2.6330 -0.9967
N -0.3104 1.8958 0.0672
H 2.1128 3.3150 6.7473
H 1.5964 1.0413 6.5411
H 3.1147 1.4541 5.7378
H 1.7708 -0.9152 4.8132
H 0.8476 -1.6061 2.6348
H 1.0501 3.1480 3.6949
H 0.3923 4.3968 2.2024
H -0.9612 6.6013 -0.4457
H 0.7414 6.5239 -0.0213
H -1.4014 6.6059 1.7922
H -0.9750 4.5598 -1.8390
H -0.9532 2.0796 -1.8802
O 2.0882 0.3243 -2.7965
Cl 2.4179 -0.5387 -1.6999
O 3.8226 -0.6039 -1.4664
O 1.7994 0.1096 -0.4300
O 1.8198 -1.8364 -1.8501
S -0.2091 -2.5493 0.3474
C -1.7140 -2.9436 1.0360
C -1.9234 -4.3184 1.4213
N -2.0822 -5.4071 1.7534
C -2.7071 -2.0126 1.2119
S -2.4803 -0.3862 0.7929
C -3.9823 -2.3817 1.7794
N -4.9949 -2.6482 2.2524
Cl -1.6894 -1.6101 -5.3056
C -0.9943 -0.5317 -4.1098
Cl -1.5207 1.1571 -4.3989
C -1.3117 -0.9657 -2.6753
O -1.9109 -1.9579 -2.3915
O -0.7649 -0.0948 -1.8279
H 0.0860 -0.5385 -4.2273

(7)
6
Properties=species:S:1:pos:R:3 method="wB97M-V/def2-TZVPD" multiplicity=8 e_tot_ha=-1357.21498 homo_energy_ev="-20.6 / -20.5" charge=+2 gap_ev="9.32 / 4.99"
P 1.8553 0.9083 -0.0291
O 2.3704 -0.5645 -0.0343
O 0.3991 0.2683 0.3408
F -3.8516 0.0279 -0.3525
Gd -1.8633 0.3398 -0.1812
H 1.0902 -0.9798 0.2562

(8)
13
Properties=species:S:1:pos:R:3 method="wB97M-V/def2-TZVPD" e_tot_ha=-5905.55110 homo_energy_ev=-9.6 smiles="O=[N+]([O-])c1ccc(Br)s1.Br" gap_ev=8.62
O -1.2600 -0.4158 2.8011
N -1.5692 -0.3910 1.6349
O -2.4359 -1.1009 1.1548
C -0.8096 0.4496 0.8257
C 0.4167 1.0032 1.0644
C 0.9521 1.5589 -0.0971
C 0.0908 1.4026 -1.1885
Br 0.5709 1.9450 -2.9501
S -1.3212 0.6128 -0.8680
H 0.8017 0.9831 2.1172
H 1.9349 1.9915 -0.0568
Br 0.6737 -3.9581 -2.4790
H 1.9552 -4.0811 -1.9586

(9)
27
Properties=species:S:1:pos:R:3 method="wB97M-V/def2-TZVPD" multiplicity=3 e_tot_ha=-1539.23211 homo_energy_ev="-12.5 / -12.5" charge=+1 gap_ev="8.65 / 7.58"
Pt -0.2298 -0.2129 0.8935
C 0.1982 0.6790 -3.1663
F -0.6271 1.5699 -2.5796
F -0.4730 -0.4777 -3.2813
F 0.4967 1.0996 -4.3815
S 1.7186 0.4252 -2.1688
O 2.3635 1.7012 -2.1496
O 1.1089 0.0360 -0.8812
O 2.4201 -0.6463 -2.7894
O -0.6315 -2.0819 -0.7299
H -1.3116 -2.0171 -1.4079
H -0.3505 -3.0021 -0.7644
O -0.8128 0.6647 2.9780
H -0.5426 0.7341 3.8996
H -1.5189 1.3106 2.8663
O 1.8700 -0.5054 1.6994
H 2.6161 -0.5335 1.0865
H 2.2333 -0.4484 2.5881
O 0.0658 2.0519 0.6150
H -0.0764 2.4811 -0.2382
H 0.6326 2.6412 1.1232
O -0.6212 -2.1760 2.2117
H 0.0913 -2.8169 2.3057
H -1.1947 -2.3084 2.9732
O -2.2501 0.4684 0.0492
H -2.5160 1.3855 -0.0788
H -2.6589 -0.0217 -0.6724

(10)
11
Properties=species:S:1:pos:R:3 method="wB97M-V/def2-TZVPD" multiplicity=3 e_tot_ha=-842.56639 homo_energy_ev="-7.9 / -8.6" gap_ev="8.34 / 6.76"
C -1.2173 1.7474 0.3004
C 0.9404 -2.3975 0.7857
O 1.1236 1.3583 -1.5710
Si -0.0140 0.5711 -0.6295
S 0.1228 0.4735 -2.7238
H -1.2416 1.6028 1.3113
H -0.8411 2.7309 0.2478
H -2.2321 1.4182 0.0592
H 1.5629 -1.9014 0.0154
H 1.3241 -2.3609 1.7815
H 0.4722 -3.2423 0.4230

(11)
47
Properties=species:S:1:pos:R:3 method="wB97M-V/def2-TZVPD" e_tot_ha=-1983.91234 homo_energy_ev=-7.9 gap_ev=7.79
C 3.4030 -3.7427 -0.9708
C 2.5475 -2.6921 -0.5377
H 1.5170 -2.8461 -0.7919
H 2.5607 -2.5847 0.5196
O 2.6243 -1.5919 -1.3184
C 3.5854 -0.7749 -0.7185
O 4.3657 -1.1621 0.2113
C 3.6346 0.6623 -1.6234
C 4.2842 1.7742 -0.7912
H 4.2945 2.6394 -1.2607
H 5.3369 1.7133 -0.5633
C 3.6358 2.0134 0.6115
N 2.3278 1.6834 0.6275
C 1.5805 0.8489 1.1305
N 1.8546 -0.3319 1.5567
H 2.7685 -0.4622 2.0674
C 0.2243 0.8881 0.7371
C 0.0964 2.2227 0.1964
O -0.8381 2.9892 -0.4413
H -1.7267 2.3112 -0.1351
C 1.4544 2.8827 0.0180
H 1.4075 3.9185 0.8379
H 1.8272 3.2280 -0.8554
C -0.9788 0.2181 1.0170
N -2.1265 0.6456 0.2365
C -2.9164 -0.5204 0.7037
C -2.4046 -1.8330 1.2740
S -0.6903 -1.2589 1.4943
H -2.9607 -2.6010 1.6841
C -4.3725 -0.4112 0.4453
C -5.2774 -1.3414 0.2869
C -6.6500 -1.2935 -0.1106
C -7.0511 0.0456 -0.2548
C -6.2457 0.9657 -0.2705
C -4.9284 0.8336 0.0781
H -4.1787 1.9432 0.1415
H -6.5676 2.0866 -0.6488
Cl -8.7486 0.2578 -0.4116
H -7.3141 -2.0632 0.0041
H -5.0476 -2.3192 0.6470
H 4.1589 2.7923 1.2990
H 3.9717 1.1843 1.5902
H 4.0975 0.4487 -2.4096
H 2.5761 0.7560 -1.7220
H 3.1594 -3.7726 -2.2079
H 4.5319 -3.5417 -0.8161
H 3.1973 -4.8082 -0.5558

(12)
30
Properties=species:S:1:pos:R:3 method="wB97M-V/def2-TZVPD" e_tot_ha=-733.66391 homo_energy_ev=-8.9 smiles="C=C[C@H](C/C=C/C)[C@@H](C)PC" gap_ev=9.95
C 0.3205 2.3228 -1.6014
C 0.0937 2.0024 -0.3478
C 0.1916 0.5112 -0.0223
C -0.6475 0.0800 1.3143
C -2.0823 -0.0971 0.6927
C -2.6488 -1.1585 0.1908
C -4.0128 -1.1614 -0.4674
C 1.7276 0.2602 0.3488
C 2.0727 1.0066 1.6774
P 2.2697 -1.5444 0.4158
C 2.2723 -1.8488 -1.4710
H 0.2120 3.3636 -2.0719
H 0.5459 1.6274 -2.3674
H -0.1125 2.7550 0.4078
H -0.2775 -0.0544 -0.8505
H -0.3173 -0.9516 1.5507
H -0.6415 0.7925 2.1049
H -2.6420 0.8090 0.8030
H -2.1581 -2.1307 0.0998
H -4.3767 -0.1784 -0.5430
H -4.8034 -1.7742 0.0198
H -3.8536 -1.3805 -1.5620
H 2.2352 0.8469 -0.3806
H 2.0016 2.0139 1.4612
H 1.5471 0.7823 2.6172
H 3.1302 0.9139 1.8085
H 3.5964 -1.3271 0.4290
H 3.2302 -1.7030 -1.9396
H 1.5091 -1.2967 -1.9632
H 1.9864 -2.8708 -1.5185